Entry 1:
13
Properties=species:S:1:pos:R:3 method="wB97M-V/def2-TZVPD" de_lowest_kcal_mol=130.1 energy_ha=-394.76027 spin_multiplicity=1 homo_ha=-0.3097 lumo_energy_ev=0.55 gap_ev=8.976
C 1.18 -0.42 -0.09
C -0.82 0.69 -0.10
C -2.19 0.06 0.10
C -0.26 -0.50 -0.21
H 1.78 -2.05 0.20
H 0.26 2.44 -0.41
H -2.67 0.27 1.09
H -2.94 0.25 -0.68
H -1.52 -1.79 0.74
N 2.16 -1.17 0.14
N 0.15 1.63 0.23
N -1.44 -1.28 -0.15
O 1.44 0.95 -0.09

***

Entry 2:
14
Properties=species:S:1:pos:R:3 method="wB97M-V/def2-TZVPD" de_lowest_kcal_mol=59.5 energy_ha=-233.29212 spin_multiplicity=1 smiles="C=C1C(=C)C1C" homo_ha=-0.3243 lumo_energy_ev=0.74 gap_ev=9.568
C -0.17 2.21 0.84
C -0.11 1.09 0.17
C -0.38 0.10 -0.81
C -1.32 -0.32 -1.64
C 0.86 -0.35 -0.13
C 0.80 -1.54 0.79
H 0.51 2.46 1.64
H -0.93 2.95 0.60
H -1.23 -1.24 -2.18
H -2.23 0.25 -1.80
H 1.82 -0.07 -0.52
H 1.49 -1.43 1.63
H 1.09 -2.43 0.23
H -0.20 -1.69 1.18